[1]
ORCA calculation (ωB97M-V/def2-TZVPD) on the molecule C4H8INS.

Relative energy (zero: lowest compared OMol25 entry of this formula, charge and spin) (kJ/mol): 309.5
Gap between HOMO and LUMO (alpha / beta) (eV): 8.31 / 8.31
Charge: 0
LUMO level (alpha / beta) (eV): 0.11 / 0.11
HOMO (alpha / beta) (eV): -8.20 / -8.20

Last column: Mulliken charge in e.
Geometry (Å):
C -0.7597 1.4735 -0.6063  -0.5154
C 0.5192 1.6473 0.1929  -0.5146
C 0.1998 -1.0170 0.1471  -0.1538
C 0.0983 -2.1753 -0.7663  -1.0486
N -1.4161 0.2743 -0.2858  -0.6181
S 1.5074 0.1217 -0.2093  -0.1004
I -2.5588 0.3683 1.4384  0.0452
H -1.2431 2.5513 -0.7093  0.2711
H -0.4198 1.3174 -1.6181  0.3811
H 0.9822 2.4785 -0.2058  0.4525
H 0.4739 1.7690 1.3592  0.2719
H -0.1711 -1.0761 1.0981  0.5574
H -0.7955 -2.6211 -0.6084  0.3624
H 0.9422 -2.8167 -0.4194  0.2835
H 0.2900 -1.5853 -1.6679  0.3260

Cartesian forces, eV/Å:
C 0.54 2.06 0.07
C -0.06 -1.62 2.50
C -1.18 3.09 -2.01
C 3.62 2.41 0.65
N -0.16 -2.07 0.32
S -0.60 0.38 0.66
I 0.32 0.04 -0.12
H -0.03 -2.38 0.80
H 0.24 -0.02 -0.67
H 1.68 1.73 -0.65
H -0.41 -0.27 -2.27
H -0.43 -0.23 2.55
H -2.79 -1.57 -0.15
H -0.46 0.02 -0.88
H -0.28 -1.57 -0.80

[2]
ORCA calculation (ωB97M-V/def2-TZVPD) on a 2-piece molecular cluster, CH2F3PS overall.

Relative energy (zero: lowest compared OMol25 entry of this formula, charge and spin) (kJ/mol): 268.1
Gap between HOMO and LUMO (alpha / beta) (eV): 9.19 / 6.12
Charge: 0
LUMO level (alpha / beta) (eV): -1.63 / -3.20
HOMO (alpha / beta) (eV): -10.82 / -9.31

Last column: Mulliken charge in e.
Geometry (Å):
C 1.2248 -0.9689 0.8122  0.5529
F 1.0815 -0.9546 2.1555  -0.1893
F 0.0598 -1.3873 0.3028  -0.1883
F 2.1037 -1.9700 0.4864  -0.2070
P -1.8960 1.3799 -0.6833  -0.0529
S 1.7806 0.5961 0.1063  -0.0178
H -1.9106 0.7602 -1.8053  0.0407
H -2.4439 2.5447 -1.3747  0.0616

Cartesian forces, eV/Å:
C 0.17 -1.25 -0.03
F 0.27 0.06 -0.72
F -0.25 0.53 0.03
F -0.11 0.98 0.55
P -0.22 2.57 2.88
S -0.30 -0.25 0.10
H 0.07 -2.15 -3.37
H 0.36 -0.49 0.57

Q: Which of these has the lowest relative energy (zero: lowest compared OMol25 entry of this formula, charge and spin)?
A: CH2F3PS